[1]
Molecular formula: C27H38NOPt
Method: DFT, ωB97M-V/def2-TZVPD

As for the net charge: -1. Its gap between HOMO and LUMO (spin up / spin down) is 4.3 / 4.2 eV. As for the spin multiplicity: 5. The molar mass is 587.7 g/mol.

```
68
Properties=species:S:1:pos:R:3:mulliken_charge:R:1
Pt 0.185 0.865 0.082 1.911
C 2.319 0.826 0.352 -0.342
C 2.751 0.005 -0.760 -0.766
C 2.612 0.758 -1.947 -0.053
H 3.208 -0.971 -0.644 0.317
C 2.111 2.032 -1.667 -1.084
C 1.896 2.140 -0.236 -0.806
H 1.803 3.045 0.354 0.630
H 2.576 0.689 1.397 0.710
H 2.931 0.427 -2.936 0.531
H 1.979 2.841 -2.392 0.372
C -2.155 0.793 -0.096 -0.726
C -1.545 2.034 0.360 -0.424
C -0.969 2.667 -0.827 -1.259
H -1.626 2.474 1.356 0.633
C -1.468 1.966 -1.972 -0.380
C -2.167 0.808 -1.529 -0.902
H -2.699 0.107 -2.164 0.423
H -2.736 0.119 0.547 0.753
H -0.468 3.639 -0.824 0.484
H -1.426 2.316 -2.997 0.828
O 0.897 -1.314 -2.004 -0.507
C -0.119 0.357 -5.874 0.783
C 0.489 -0.783 -5.314 -1.470
C 0.628 1.610 -5.378 -0.375
C -1.634 0.349 -5.604 -0.980
C 0.827 -1.582 -3.278 -0.759
H 1.616 -0.861 -5.350 0.425
H -0.061 -1.764 -5.466 0.440
H 0.160 -2.412 -3.495 0.279
H 1.854 -1.828 -3.579 0.363
H 0.884 2.480 -6.036 0.311
H 1.584 1.247 -5.012 0.146
H 0.108 2.005 -4.503 -0.257
H -2.356 0.206 -6.444 0.299
H -1.958 1.227 -5.044 0.224
H -1.734 -0.512 -4.948 0.223
C -1.070 -1.637 6.174 -1.770
C -0.598 -0.700 5.097 0.243
C -0.205 0.594 5.403 -0.525
C 0.219 1.492 4.424 0.452
C 0.651 2.876 4.810 -1.804
C 0.232 1.069 3.087 -0.444
C -0.144 -0.248 2.724 2.270
C -0.549 -1.130 3.765 -0.898
N -0.106 -0.639 1.404 -0.790
C -0.319 -2.064 1.046 2.068
C 0.737 -2.956 1.682 -1.667
C -1.763 -2.495 1.236 -1.801
C -0.117 -2.298 -0.412 -2.685
H -0.273 -1.814 6.911 0.339
H -1.923 -1.202 6.714 0.344
H -1.378 -2.601 5.761 0.346
H -0.231 0.919 6.457 0.340
H -0.168 3.418 5.307 0.349
H 1.493 2.841 5.519 0.360
H 0.962 3.446 3.930 0.317
H 0.546 1.784 2.309 0.122
H -0.833 -2.147 3.536 0.205
H 0.725 -2.979 2.772 0.367
H 0.594 -3.974 1.293 0.478
H 1.730 -2.606 1.367 0.321
H -2.398 -1.993 0.494 0.429
H -1.819 -3.577 1.049 0.414
H -2.178 -2.254 2.214 0.382
H -0.883 -1.694 -0.937 0.354
H 0.960 -2.096 -0.533 0.305
H -0.188 -3.338 -0.731 0.585
```

[2]
Molecular formula: C27H38O19Si
Method: DFT, ωB97M-V/def2-TZVPD

The energy relative to the best compared isomer or geometry (same formula, charge and spin) is 0.0 kcal per mole. Its gap between HOMO and LUMO is 8.5 eV. The molar mass is 694.7 g/mol. Its structure (SMILES) is O[SiH2]CCCc1ccccc1.O=C1OCCO1.O=C1OCCO1.O=C1OCCO1.O=C1OCCO1.O=C1OCCO1.O=C1OCCO1.

```
85
Properties=species:S:1:pos:R:3:mulliken_charge:R:1
O -0.782 -3.685 -1.990 -0.442
Si -0.999 -2.379 -0.833 0.317
C -0.011 -0.797 -1.302 -0.417
C -0.088 0.376 -0.205 -0.574
C -0.949 1.669 -0.705 -0.737
C -2.399 1.069 -1.107 0.614
C -3.315 0.694 0.117 -0.178
C -4.694 0.074 -0.195 -0.561
C -5.104 -0.150 -1.677 -0.494
C -4.219 0.247 -2.892 -0.522
C -2.814 0.880 -2.587 -0.275
H -1.383 -4.389 -1.635 0.263
H -0.816 -2.810 0.552 -0.137
H -2.429 -2.001 -0.952 -0.067
H 1.101 -1.116 -1.386 0.370
H -0.296 -0.380 -2.341 0.224
H -0.627 0.006 0.738 0.230
H 0.960 0.705 0.109 0.313
H -0.482 2.106 -1.649 0.293
H -1.052 2.441 0.147 0.226
H -2.994 0.856 1.201 0.297
H -5.392 -0.242 0.664 0.318
H -6.114 -0.640 -1.882 0.321
H -4.528 0.072 -3.986 0.309
H -2.062 1.184 -3.383 0.326
O 5.643 -5.614 -1.618 -0.574
C 4.483 -5.451 -1.895 0.726
O 3.933 -4.251 -2.225 -0.319
C 2.619 -4.509 -2.698 0.122
C 2.278 -5.820 -2.063 -0.184
O 3.548 -6.445 -1.918 -0.340
H 1.936 -3.713 -2.399 -0.083
H 2.641 -4.567 -3.790 0.092
H 1.827 -5.701 -1.073 0.216
H 1.615 -6.424 -2.684 0.329
O 1.889 3.374 -0.185 -0.493
C 1.608 4.209 0.627 0.535
O 2.329 5.342 0.849 -0.355
C 1.556 6.166 1.712 -0.342
C 0.665 5.188 2.406 -0.121
O 0.524 4.145 1.451 -0.270
H 2.197 6.710 2.407 0.264
H 0.997 6.886 1.106 0.266
H 1.119 4.779 3.311 0.199
H -0.306 5.617 2.658 0.330
O -5.053 2.751 1.893 -0.503
C -6.202 2.921 1.608 0.654
O -6.741 4.126 1.273 -0.317
C -8.053 3.876 0.788 -0.316
C -8.404 2.565 1.423 -0.312
O -7.141 1.935 1.578 -0.303
H -8.734 4.677 1.080 0.288
H -8.021 3.817 -0.304 0.262
H -8.862 2.687 2.409 0.262
H -9.065 1.962 0.797 0.285
O 1.674 -4.209 -7.612 -0.538
C 2.349 -3.315 -7.190 0.638
O 3.376 -2.737 -7.873 -0.324
C 3.770 -1.586 -7.140 -0.347
C 3.308 -1.898 -5.750 -0.258
O 2.191 -2.746 -5.962 -0.251
H 4.849 -1.438 -7.199 0.301
H 3.268 -0.710 -7.561 0.250
H 4.061 -2.444 -5.172 0.217
H 3.016 -1.004 -5.197 0.333
O 2.109 6.467 4.766 -0.519
C 1.270 6.727 5.581 0.635
O 1.210 6.178 6.824 -0.307
C 0.227 6.901 7.553 -0.331
C -0.643 7.470 6.474 -0.293
O 0.254 7.609 5.381 -0.301
H -0.321 6.240 8.227 0.291
H 0.725 7.676 8.143 0.269
H -1.451 6.791 6.186 0.257
H -1.073 8.434 6.750 0.286
O 4.234 -9.059 4.036 -0.536
C 4.598 -8.294 3.190 0.615
O 4.030 -8.182 1.958 -0.347
C 4.586 -7.027 1.345 0.079
C 5.893 -6.860 2.057 -0.276
O 5.633 -7.421 3.337 -0.326
H 4.713 -7.178 0.273 0.048
H 3.911 -6.181 1.507 0.159
H 6.703 -7.421 1.582 0.281
H 6.190 -5.814 2.144 0.278
```

[3]
Molecular formula: C27H39B2F4N6S3Y
Method: DFT, ωB97M-V/def2-TZVPD

As for the net charge: +2. Its gap between HOMO and LUMO is 6.9 eV. The molar mass is 730.4 g/mol.

```
82
Properties=species:S:1:pos:R:3:mulliken_charge:R:1
Y -0.345 3.701 -1.773 0.767
C 3.445 0.833 -4.095 -2.025
C 2.883 0.447 -2.782 0.276
C 3.525 -0.386 -1.897 -0.327
C 2.971 -0.636 -0.615 -0.290
N 1.870 -0.031 -0.245 -0.405
N 1.208 0.737 -1.104 0.967
B -0.112 1.184 -0.568 -1.452
N -1.322 0.500 -1.114 0.947
N -1.133 -0.805 -1.285 -0.408
C -2.138 -1.580 -1.605 -0.288
C -3.409 -1.019 -1.884 -0.316
C -3.614 0.336 -1.766 0.264
C -4.881 1.006 -2.134 -2.017
C -2.513 1.114 -1.311 1.141
S -2.670 2.790 -0.991 -0.399
C -1.845 -3.062 -1.656 2.252
C -1.434 -3.494 -0.241 -1.362
C -3.059 -3.880 -2.095 -2.291
C -0.680 -3.302 -2.625 -1.590
N -0.153 1.561 0.876 0.970
N -0.730 0.629 1.629 -0.416
C -0.706 0.729 2.934 -0.299
C -0.167 1.885 3.551 -0.319
C 0.387 2.888 2.788 0.274
C 0.878 4.165 3.349 -2.030
C 0.429 2.674 1.382 1.159
S 1.211 3.778 0.329 -0.399
C -1.280 -0.441 3.700 2.267
C -0.418 -1.669 3.370 -1.351
C -2.719 -0.682 3.228 -1.591
C -1.264 -0.211 5.210 -2.305
C 1.636 0.991 -2.364 1.144
S 0.669 1.936 -3.417 -0.396
C 3.582 -1.580 0.393 2.269
C 2.564 -2.703 0.641 -1.350
C 3.830 -0.816 1.700 -1.602
C 4.891 -2.193 -0.102 -2.302
H 4.386 0.328 -4.281 0.397
H 3.609 1.912 -4.119 0.398
H 2.753 0.605 -4.904 0.436
H 4.469 -0.827 -2.173 0.640
H -4.218 -1.650 -2.219 0.639
H -5.628 0.285 -2.445 0.398
H -4.700 1.706 -2.951 0.400
H -5.274 1.591 -1.304 0.434
H -2.245 -3.327 0.465 0.383
H -0.560 -2.937 0.084 0.022
H -1.192 -4.552 -0.248 0.497
H -3.889 -3.759 -1.402 0.467
H -2.787 -4.932 -2.105 0.406
H -3.381 -3.609 -3.098 0.492
H 0.203 -2.758 -2.302 0.169
H -0.942 -2.981 -3.630 0.401
H -0.450 -4.363 -2.650 0.458
H -0.214 2.000 4.622 0.639
H 0.797 4.174 4.430 0.394
H 0.292 4.992 2.942 0.398
H 1.913 4.349 3.068 0.436
H -0.430 -1.862 2.302 0.021
H -0.820 -2.534 3.887 0.497
H 0.610 -1.517 3.693 0.379
H -2.742 -0.888 2.161 0.172
H -3.342 0.186 3.431 0.397
H -3.130 -1.536 3.759 0.460
H -0.249 -0.076 5.579 0.467
H -1.681 -1.085 5.703 0.412
H -1.868 0.649 5.490 0.490
H 1.630 -2.291 1.011 0.016
H 2.963 -3.389 1.382 0.498
H 2.369 -3.257 -0.275 0.382
H 2.900 -0.408 2.086 0.172
H 4.531 0.000 1.542 0.398
H 4.248 -1.495 2.437 0.461
H 4.737 -2.776 -1.008 0.468
H 5.274 -2.865 0.662 0.412
H 5.645 -1.431 -0.285 0.487
F 0.605 7.288 -3.962 -0.206
B -0.626 7.405 -3.549 0.609
F -1.606 6.970 -4.291 -0.204
F -0.876 7.936 -2.385 -0.206
F -0.473 5.335 -2.558 -0.657
```

[4]
Molecular formula: C27H39BeGeN5Si3
Method: DFT, ωB97M-V/def2-TZVPD

As for the net charge: +1. The energy relative to the best compared isomer or geometry (same formula, charge and spin) is 12.8 kcal per mole. Its gap between HOMO and LUMO (spin up / spin down) is 2.8 / 5.4 eV. As for the spin multiplicity: 2. The molar mass is 599.5 g/mol.

```
76
Properties=species:S:1:pos:R:3:mulliken_charge:R:1
Be 0.612 0.405 0.225 -1.822
C -0.339 3.556 -1.941 -0.943
C -1.215 4.246 -1.085 -0.596
C -1.449 3.737 0.158 -0.404
C -0.858 2.517 0.574 0.283
N -0.026 1.838 -0.293 0.642
C 0.223 2.391 -1.497 0.045
N -1.177 2.124 1.807 -0.619
C -0.711 1.025 2.353 0.024
N 0.084 0.156 1.666 0.260
C 0.495 -0.867 2.469 -0.161
N 1.280 -1.820 2.032 -0.549
C 1.827 -1.812 0.816 0.364
C 2.635 -2.936 0.509 -0.524
C 3.286 -3.033 -0.686 -0.444
C 3.175 -1.967 -1.598 -1.067
C 2.384 -0.904 -1.267 0.148
N 1.674 -0.812 -0.124 0.711
C -0.096 -0.673 3.770 0.211
C -0.033 -1.400 4.952 -0.230
C -0.751 -0.937 6.042 -0.783
C -1.519 0.224 5.963 -0.651
C -1.586 0.963 4.795 -0.372
C -0.871 0.517 3.692 0.767
H -0.106 3.935 -2.922 0.467
H -1.682 5.164 -1.409 0.421
H -2.080 4.234 0.874 0.534
H 0.917 1.844 -2.118 0.382
H 2.726 -3.689 1.275 0.537
H 3.881 -3.900 -0.929 0.432
H 3.709 -1.981 -2.534 0.446
H 2.277 -0.066 -1.941 0.372
H 0.554 -2.301 5.001 0.542
H -0.718 -1.485 6.970 0.431
H -2.065 0.554 6.834 0.438
H -2.176 1.863 4.728 0.548
C 0.076 -3.389 -2.922 -0.693
Si -1.341 -2.109 -2.927 0.278
C -0.867 -0.637 -4.050 -0.965
C -2.877 -2.963 -3.680 -1.056
Ge -2.094 -1.389 -0.687 0.359
Si -2.429 -3.198 0.980 0.167
C -0.891 -4.317 1.127 -0.835
C -2.930 -2.428 2.649 -0.595
C -3.904 -4.170 0.236 -1.052
Si -3.928 0.267 -0.828 0.404
C -3.543 1.569 -2.175 -0.811
C -5.468 -0.732 -1.372 -1.047
C -4.268 1.073 0.864 -0.915
H 0.235 -3.777 -3.923 0.457
H -0.150 -4.236 -2.282 0.316
H 1.015 -2.963 -2.584 -0.060
H -0.559 -0.990 -5.030 0.430
H -0.047 -0.058 -3.638 0.207
H -1.705 0.036 -4.199 0.295
H -2.652 -3.340 -4.674 0.399
H -3.710 -2.273 -3.771 0.289
H -3.205 -3.805 -3.079 0.308
H -0.091 -3.803 1.652 0.203
H -0.514 -4.612 0.151 0.195
H -1.119 -5.226 1.677 0.476
H -2.148 -1.773 3.017 -0.064
H -3.101 -3.185 3.408 0.450
H -3.840 -1.840 2.564 0.270
H -3.652 -4.578 -0.738 0.300
H -4.774 -3.532 0.117 0.289
H -4.191 -4.998 0.877 0.416
H -3.762 1.190 -3.169 0.420
H -2.499 1.868 -2.155 0.005
H -4.142 2.464 -2.035 0.381
H -5.320 -1.222 -2.330 0.279
H -6.331 -0.081 -1.467 0.395
H -5.712 -1.497 -0.641 0.302
H -3.381 1.545 1.273 0.194
H -4.610 0.338 1.586 0.324
H -5.039 1.833 0.784 0.444
```